Arrangement w

27
Properties=species:S:1:pos:R:3:lowdin_charge:R:1 method="wB97M-V/def2-TZVPD" homo_energy_ev=-10.23 smiles=CCO.CCO.CCO
O 29.75695 22.33706 -14.59820 -0.073
O 21.36249 25.29507 -17.31671 -0.090
O 18.15708 30.32522 -15.59099 -0.076
C 28.38478 22.28005 -16.47618 -0.090
C 18.96895 30.63731 -17.73036 -0.098
C 29.59360 22.89372 -15.85061 -0.372
C 22.45640 25.11339 -16.42398 -0.321
C 18.63312 29.60491 -16.68520 -0.353
C 22.61732 23.60991 -16.26399 -0.090
H 19.75346 31.25357 -17.29119 0.079
H 23.43615 23.34395 -15.59550 0.068
H 17.97307 28.83167 -17.07831 0.110
H 29.50298 23.97244 -15.72305 0.111
H 22.18688 25.53576 -15.45596 0.103
H 19.36085 30.06560 -18.57158 0.067
H 23.10255 23.23898 -17.16679 0.069
H 21.71187 23.05553 -16.01719 0.081
H 23.31911 25.65610 -16.81038 0.109
H 17.28087 30.54438 -15.91630 0.083
H 30.50944 22.64741 -16.38788 0.113
H 28.27792 22.63758 -17.50031 0.072
H 18.24969 31.25274 -18.27074 0.076
H 30.71057 22.26592 -14.51369 0.083
H 27.45606 22.68312 -16.07230 0.073
H 19.49764 29.13038 -16.22095 0.113
H 21.13455 26.22738 -17.29593 0.071
H 28.46064 21.19433 -16.41638 0.083

---

Arrangement x

27
Properties=species:S:1:pos:R:3:lowdin_charge:R:1 method="wB97M-V/def2-TZVPD" homo_energy_ev=-10.28 smiles=CCO.CCO.CCO
O -4.48841 -0.79948 -3.60417 -0.085
O -2.11366 -0.12363 1.28672 -0.080
O 3.88155 -0.44165 2.25511 -0.065
C 0.31000 -0.27234 1.31585 -0.103
C -1.02047 -0.81861 1.87192 -0.309
C 4.36739 1.52160 1.02841 -0.092
C -2.33069 -0.52493 -2.70895 -0.101
C -3.71757 0.09958 -2.80543 -0.314
C 3.24296 0.58056 1.51497 -0.345
H -2.26702 -1.44554 -2.13931 0.073
H -1.64516 0.22643 -2.28601 0.071
H 2.56144 1.23958 2.04923 0.103
H -3.72443 1.10761 -3.22826 0.110
H 1.03481 -0.55190 2.07924 0.062
H -1.05521 -1.91061 1.77708 0.108
H 5.05900 1.02975 0.34550 0.069
H 2.72549 0.19444 0.64180 0.088
H -4.12177 0.15953 -1.78822 0.106
H -5.40059 -0.75013 -3.29920 0.080
H 5.01471 1.71285 1.89682 0.070
H -2.15897 -0.37343 0.35808 0.061
H -1.84969 -0.57879 -3.68846 0.074
H 3.81630 -1.27806 1.79034 0.086
H 0.19414 0.80471 1.21486 0.082
H 0.60655 -0.67319 0.34712 0.073
H -1.04930 -0.70070 2.95518 0.109
H 4.12859 2.56638 0.81979 0.069

---

Pick arrangement x: it beats the second-best structure by 6.1 kcal/mol.

---

Arrangement w

14
Properties=species:S:1:pos:R:3:lowdin_charge:R:1 method="wB97M-V/def2-TZVPD" homo_energy_ev=-8.78
S -2.53782 -2.60277 1.25697 0.653
O 0.72446 0.95933 -0.56187 -0.241
O 1.06640 -1.44485 0.41793 0.020
N -0.30758 -1.27473 0.63572 -0.161
N -0.64943 0.96023 -0.34798 0.078
C -0.93926 -2.39516 1.08301 -0.654
C -1.00420 -0.13831 0.16874 -0.139
C 1.06649 2.23223 -1.01480 -0.099
H 0.68224 3.00608 -0.30343 0.101
H 2.17807 2.24567 -1.09701 0.102
H 0.67266 2.36977 -2.00874 0.077
H -0.23878 -3.14481 1.39428 0.069
H -2.08136 -0.17294 0.35954 0.098
H 1.36810 -0.59974 0.01764 0.093

---

Arrangement x

14
Properties=species:S:1:pos:R:3:lowdin_charge:R:1 method="wB97M-V/def2-TZVPD" homo_energy_ev=-8.86 smiles="C#CNCS(N)(=O)=O"
S -1.26613 -0.59947 -0.74926 0.573
O -2.52258 -0.40662 -1.41299 -0.306
O -0.39136 -1.64618 -1.17923 -0.291
N 0.92053 0.49355 0.38181 -0.008
N -1.57246 -0.84107 0.90170 -0.074
C 2.00578 0.07511 -0.27014 -0.303
C 3.05033 -0.12590 -0.82654 0.111
C -0.35207 0.94900 -0.67253 -0.103
H -2.55528 -0.72440 1.09524 0.069
H 3.96381 -0.36879 -1.28182 0.010
H 0.08073 1.22953 -1.61930 0.098
H -1.25456 -1.74613 1.21465 0.073
H -0.91350 1.71789 -0.16813 0.086
H 0.50298 -0.18259 1.01028 0.066

---

Arrangement y

14
Properties=species:S:1:pos:R:3:lowdin_charge:R:1 method="wB97M-V/def2-TZVPD" homo_energy_ev=-8.39 smiles="CN(C=S)O/C=N/O"
S -3.08027 -1.04993 -0.16345 0.561
O 2.58596 -1.45843 0.21306 -0.074
O 0.22149 0.85833 -0.97539 -0.073
N -0.80566 0.39173 -0.18925 -0.347
N 1.35807 -0.78600 -0.02247 0.022
C -1.66421 -0.42537 -0.74840 -0.709
C 1.38097 0.08963 -0.92017 -0.157
C -0.77848 1.03012 1.08342 -0.080
H 0.45544 1.00346 1.40865 0.146
H -1.58033 0.22254 1.76228 0.137
H -1.41148 -0.61845 -1.85676 0.111
H 2.51138 -2.08617 1.00816 0.137
H -1.34312 2.21235 0.91862 0.164
H 2.15024 0.61620 -1.51830 0.163

---

Pick arrangement x: it beats the second-best structure by 16.3 kcal/mol.

---

Arrangement w

14
Properties=species:S:1:pos:R:3:lowdin_charge:R:1 method="wB97M-V/def2-TZVPD" homo_energy_ev=-9.35
S 1.79650 0.56978 -1.34687 0.701
O -0.25470 0.51016 1.25717 -0.146
O 1.59313 -1.94828 -0.81832 0.025
N -2.73717 -0.01919 1.30510 -0.017
N -2.41332 0.95626 0.33106 0.012
C 0.17505 -0.72512 0.67368 -0.206
C 1.14702 -0.75943 -0.54880 -0.803
C -1.16747 1.15510 0.29228 -0.195
H 0.70038 -1.20432 1.48528 0.123
H -0.75875 -1.43945 0.53893 0.163
H 2.14706 -1.65436 -1.57849 0.083
H -3.64129 0.20146 1.69872 0.068
H -0.65260 1.87957 -0.23995 0.077
H -2.12045 0.02289 2.17851 0.113

---

Arrangement x

14
Properties=species:S:1:pos:R:3:lowdin_charge:R:1 method="wB97M-V/def2-TZVPD" homo_energy_ev=-8.93
S -1.53314 -0.27706 -0.76106 0.604
O -2.59319 -0.08005 0.19701 -0.327
O -1.90020 -0.51781 -2.13005 -0.328
N 1.73959 0.79506 1.14272 0.014
N 1.15980 0.15844 0.10835 -0.131
C -0.41770 1.10311 -0.66365 -0.040
C -0.45724 -1.56160 -0.15584 -0.139
C 0.70679 -1.11955 0.29986 -0.209
H 1.42475 -1.77267 0.79100 0.127
H -0.79324 -2.57782 -0.14359 0.090
H -0.66352 1.84273 0.07743 0.067
H 2.19370 1.65311 0.85627 0.099
H -0.05170 1.45286 -1.61189 0.067
H 1.18529 0.90123 1.99343 0.105

---

Pick arrangement w: it beats the second-best structure by 28.9 kcal/mol.